Molecular formula: C74H64F16O14S4
Method: DFT, the ωB97M-V functional and the def2-TZVPD basis

Properties
- ⟨S²⟩: 0.77
- Total charge: -1
- E: -7101.96508 hartree
- LUMO (spin up / spin down): -0.347 / -0.347 eV
- Spin multiplicity: 2
- HOMO (spin up / spin down): -2.11 / -5.52 eV

Each line ends with the Löwdin charge.
Element x y z (Å)
C -4.28440 14.47136 -22.76718  -0.04
C -4.26572 15.93304 -22.38941  -0.49
C -5.04616 16.77693 -23.38099  -0.40
F -5.22529 18.06306 -23.26475  0.14
F -4.60613 16.57433 -24.60142  0.12
F -4.70890 16.30741 -21.20422  0.17
F -2.94781 16.16844 -22.33383  0.12
O -3.52959 13.82156 -21.67206  0.01
C -3.91071 12.45589 -21.32964  -0.47
C -2.92771 12.01763 -20.21118  -0.36
F -3.07295 12.94393 -19.37936  0.19
F -3.32558 10.78396 -19.74907  0.09
F -5.12195 12.49996 -20.73151  0.15
F -3.83492 11.61899 -22.38113  0.14
H -3.83115 14.27221 -23.73826  0.11
H -5.29563 14.12240 -22.97632  0.14
H -6.07853 16.43021 -23.42685  0.17
H -1.90145 12.02322 -20.57841  0.17
C 2.96920 10.85363 -22.65357  -0.12
C 3.50691 12.23168 -22.60494  -0.50
C 3.90515 12.67944 -24.00786  -0.34
F 4.22748 13.92572 -24.21416  0.12
F 4.83172 11.91164 -24.64281  0.09
F 2.49946 12.98405 -22.28553  0.17
F 4.52813 12.31063 -21.71431  0.13
O 1.94956 10.53764 -23.53718  -0.03
C 0.63733 10.24002 -22.92498  -0.41
C -0.31776 10.22853 -24.16376  -0.25
F 0.08564 9.30817 -25.05442  0.08
F -1.58338 9.82937 -23.86983  0.08
F 0.87125 9.12130 -22.23054  0.16
F 0.49842 11.27716 -22.08480  0.15
H 2.69315 10.45360 -21.67793  0.15
H 3.79372 10.15224 -22.78133  0.14
H 3.02342 12.41874 -24.59326  0.15
H -0.37338 11.11802 -24.79132  0.16
C 1.85827 11.11356 -27.42745  -0.21
S 0.43967 12.31352 -27.81174  0.84
O 1.14642 13.37880 -28.65058  -0.57
C -0.33462 11.02576 -28.92625  -0.27
H 1.50054 10.09888 -27.25272  0.04
H 2.42947 11.50276 -26.58462  0.02
H 2.51183 11.06495 -28.29843  0.06
H 0.50271 10.80651 -29.58875  0.04
H -1.12932 11.25952 -29.63471  0.05
H -0.65702 10.05744 -28.54347  0.05
C 4.11045 15.23262 -21.11690  -0.24
S 5.40380 16.36783 -20.37071  0.85
O 5.79020 15.73908 -19.03291  -0.57
C 6.72558 15.83592 -21.45820  -0.29
H 4.22512 14.23697 -20.68837  0.04
H 4.07893 15.12657 -22.20127  0.02
H 3.13872 15.48461 -20.69222  0.05
H 6.90154 14.77336 -21.29056  0.06
H 7.71436 16.18124 -21.15627  0.05
H 6.49415 16.10291 -22.48935  0.05
C -0.05871 16.28884 -23.72317  -0.24
S -0.01009 14.87202 -24.86415  0.82
O -1.20255 13.98065 -24.47458  -0.58
C -0.51096 15.71710 -26.37095  -0.24
H -0.02422 15.84523 -22.72812  0.05
H -0.80756 17.07453 -23.82314  0.06
H 0.90030 16.77148 -23.91146  0.02
H -1.44939 16.18713 -26.07684  0.05
H -0.68868 14.91854 -27.09124  0.03
H 0.18700 16.42334 -26.82060  0.05
C -4.38790 9.52388 -26.92936  -0.22
S -3.20778 10.96461 -26.96392  0.81
O -3.55729 11.37256 -28.35057  -0.57
C -3.75764 12.03650 -25.60740  -0.27
H -4.18917 8.84555 -27.75910  0.05
H -5.41863 9.87782 -26.94988  0.05
H -4.17321 8.96162 -26.02059  0.04
H -3.48910 11.63710 -24.62940  0.03
H -4.83282 12.20499 -25.54670  0.05
H -3.46714 13.08110 -25.71933  0.04
C 2.04366 1.33560 -17.78871  -0.03
C 1.06499 1.58460 -18.76753  -0.09
C 1.17233 2.69536 -19.47051  -0.04
C 2.27254 3.55810 -19.36954  -0.07
C 3.40636 3.18322 -18.67571  -0.08
C 3.23146 2.10777 -17.75212  0.03
C 4.68576 3.93228 -18.63132  -0.27
O 5.64659 3.57167 -17.88329  0.06
C 4.71559 5.10317 -19.46965  -0.08
C 5.95681 5.81602 -19.62811  0.05
C 5.96535 6.93614 -20.53089  -0.06
C 4.79512 7.48959 -20.95534  -0.09
C 3.57736 6.85218 -20.85454  -0.01
C 3.53974 5.70350 -20.06702  -0.02
C 2.20903 4.85948 -20.13817  -0.23
O 1.22782 5.18902 -20.78251  0.09
H 1.93210 0.44986 -17.18091  0.10
H 0.19432 0.94899 -18.70168  0.11
H 0.16238 2.99578 -19.70746  0.13
H 4.07443 1.92830 -17.10127  0.11
H 6.92287 5.45172 -19.31124  0.11
H 6.86222 7.47099 -20.80647  0.10
H 4.84987 8.49277 -21.35160  0.09
H 2.66776 7.24489 -21.28443  0.11
C 3.34971 16.40035 -25.53714  -0.05
C 3.24481 15.50088 -26.63142  -0.07
C 3.00044 15.89799 -27.92869  -0.01
C 2.88496 17.30220 -28.16866  -0.03
C 2.85109 18.25452 -27.05073  -0.08
C 3.06243 17.79413 -25.71907  0.01
C 2.69167 19.69774 -27.30759  -0.23
O 2.62262 20.56033 -26.36900  0.05
C 2.85584 20.16859 -28.73873  -0.08
C 2.92935 21.52413 -29.05498  -0.03
C 3.24021 22.02771 -30.28909  -0.06
C 3.27736 21.10659 -31.35584  -0.07
C 3.06121 19.78917 -31.11204  -0.02
C 2.77269 19.29953 -29.83192  -0.08
C 2.61059 17.82329 -29.59320  -0.27
O 2.30292 17.05607 -30.47738  0.12
H 3.50857 16.00159 -24.54610  0.08
H 3.48617 14.45139 -26.54939  0.10
H 3.06090 15.31898 -28.83836  0.11
H 2.96969 18.42496 -24.84738  0.11
H 2.87149 22.28762 -28.29332  0.12
H 3.21563 23.09325 -30.46351  0.11
H 3.41159 21.61978 -32.29660  0.11
H 3.17490 19.17604 -31.99382  0.12
C -0.54837 8.16311 -19.18544  -0.10
C -0.11070 9.37993 -18.69179  -0.15
C 0.26640 9.52073 -17.41741  -0.05
C 0.15143 8.44591 -16.49735  -0.06
C -0.35962 7.20032 -16.94053  -0.07
C -0.70527 7.04852 -18.31353  -0.01
C -0.50521 6.01662 -15.95793  -0.38
O -0.90965 4.94089 -16.34639  0.00
C -0.04750 6.28461 -14.59682  -0.07
C 0.10551 5.20539 -13.64778  -0.05
C 0.62536 5.42778 -12.45237  -0.17
C 0.98935 6.62926 -11.90350  -0.11
C 0.85152 7.66627 -12.77569  -0.05
C 0.38727 7.58843 -14.10443  -0.09
C 0.44513 8.73090 -14.99631  -0.34
O 0.78245 9.83760 -14.56092  -0.02
H -0.68999 8.24553 -20.25293  0.08
H -0.12394 10.14073 -19.45821  0.07
H 0.54812 10.44421 -16.93344  0.10
H -1.08337 6.14073 -18.76004  0.10
H -0.10065 4.18869 -13.94817  0.10
H 0.88447 4.59751 -11.81212  0.09
H 1.35493 6.74005 -10.89331  0.10
H 1.17662 8.56063 -12.26498  0.10
C 2.26070 5.41154 -24.68503  -0.03
C 2.22358 6.79938 -24.66046  -0.07
C 3.29613 7.56834 -25.07964  0.01
C 4.42648 6.83830 -25.52249  -0.07
C 4.45823 5.45055 -25.60982  -0.11
C 3.38415 4.71497 -25.22063  0.00
C 5.61076 4.72827 -26.30265  -0.25
O 5.59929 3.49685 -26.30592  0.09
C 6.83177 5.50267 -26.63360  -0.08
C 7.91834 4.79999 -27.25395  0.02
C 9.13540 5.47344 -27.55371  -0.06
C 9.18441 6.84106 -27.36470  -0.07
C 8.03517 7.55434 -26.99170  0.00
C 6.93017 6.89278 -26.45492  -0.08
C 5.72277 7.59725 -25.87948  -0.23
O 5.75276 8.82312 -25.79339  0.08
H 1.47496 4.87007 -24.17924  0.11
H 1.37343 7.27267 -24.19182  0.09
H 3.26246 8.63814 -24.93542  0.10
H 3.33000 3.63704 -25.25982  0.12
H 7.90586 3.76200 -27.55199  0.11
H 9.83198 4.87763 -28.12483  0.10
H 10.00737 7.43898 -27.72749  0.10
H 8.19823 8.62060 -27.04547  0.12

Molecular formula: C18H17F2N7S
Method: DFT, the ωB97M-V functional and the def2-TZVPD basis

Properties
- SMILES string: CN(Cc1nsc2cc(Nc3nnc4[nH]cccc3-4)cnc12)C1CC(F)(F)C1
- E: -1677.25522 hartree
- LUMO: -0.697 eV
- Energy relative to the best compared isomer or geometry (same formula, charge and spin): 0.00 kJ/mol
- HOMO: -7.74 eV

Each line ends with the Löwdin charge.
Element x y z (Å)
F -2.10501 4.46517 2.74662  0.12
F -2.98203 4.68528 4.83622  0.08
N -3.28082 -0.71564 -3.50551  0.03
N -2.44418 -0.62447 -2.38840  0.08
N 1.73262 -1.39660 3.87673  -0.24
N -0.39332 0.27439 1.39562  0.15
S 2.42621 -2.21959 2.55399  0.97
C -2.59371 -1.14956 -4.52814  -0.31
C -1.24174 -1.05898 -2.74343  -0.30
C 0.81187 -0.49262 3.47917  -0.31
C -0.29923 -1.82420 -5.01895  0.03
C -0.72065 -2.04992 -6.39428  -0.06
C -1.24823 -1.39212 -4.12376  -0.13
C -2.04662 -1.83860 -6.76091  -0.06
C -0.55698 0.02290 0.10077  -0.07
C 0.51280 -0.48138 2.05780  -0.27
C 1.05923 -1.71330 0.07689  -0.02
C 1.31248 -1.44499 1.41953  -0.45
C 0.13252 -0.93766 -0.64614  -0.22
N -2.97786 -1.36247 -5.84241  0.13
N -0.07871 -1.18277 -1.99606  0.11
N 0.31046 1.73067 4.44286  -0.17
C 1.63941 1.98131 4.97848  -0.07
C -0.07266 0.28692 4.42249  -0.12
C -2.06427 2.55902 4.16050  -0.04
C -0.68181 4.03934 4.62576  -0.05
C -2.08442 4.05658 4.01205  -0.54
C -0.77324 2.58950 4.96993  -0.30
H 0.71867 -2.06033 -4.72584  0.11
H 0.04889 -2.43790 -7.05512  0.10
H -2.41965 -2.10693 -7.74632  0.12
H -1.25158 0.69232 -0.44687  0.12
H 1.58961 -2.53735 -0.38627  0.11
H -3.96287 -1.33693 -6.07016  0.16
H 0.61598 -1.77294 -2.47523  0.14
H 1.84059 3.03208 4.90155  0.07
H 1.68623 1.70472 6.04620  0.09
H 2.42253 1.45372 4.41531  0.09
H 0.12716 -0.12560 5.45031  0.13
H -1.11199 0.11076 4.10329  0.12
H -2.97557 2.17757 4.65764  0.13
H -1.99280 2.06771 3.18334  0.12
H 0.07834 4.25746 3.82832  0.15
H -0.46775 4.68353 5.47944  0.12
H -0.98516 2.37774 6.02973  0.16

Molecular formula: C3H4N4O
Method: DFT, the ωB97M-V functional and the def2-TZVPD basis

Properties
- E: -410.74468 hartree
- LUMO: -0.676 eV
- Energy relative to the best compared isomer or geometry (same formula, charge and spin): 678.98 kJ/mol
- HOMO: -8.82 eV

Each line ends with the Löwdin charge.
Element x y z (Å)
C -0.18114 0.33529 0.45183  -0.34
C -0.71759 -0.44464 -0.72580  -0.08
C 1.86436 -0.55092 -0.29708  -0.14
H -2.53680 1.92520 1.57596  0.06
H -2.54172 1.57261 0.05167  0.15
H -1.86172 -0.40254 -0.75159  0.12
H 3.02199 0.17172 -0.03023  0.22
N -2.06820 1.28900 0.99456  -0.07
N -0.78183 1.21389 1.30395  0.05
N 0.06726 -1.21781 -1.47955  0.05
N 1.51398 -0.68044 -1.50996  0.05
O 0.87574 -0.44224 0.92719  -0.07

Copy entry 3 word for word.
Molecular formula: C3H4N4O
Method: DFT, the ωB97M-V functional and the def2-TZVPD basis

Properties
- E: -410.74468 hartree
- LUMO: -0.676 eV
- Energy relative to the best compared isomer or geometry (same formula, charge and spin): 678.98 kJ/mol
- HOMO: -8.82 eV

Each line ends with the Löwdin charge.
Element x y z (Å)
C -0.18114 0.33529 0.45183  -0.34
C -0.71759 -0.44464 -0.72580  -0.08
C 1.86436 -0.55092 -0.29708  -0.14
H -2.53680 1.92520 1.57596  0.06
H -2.54172 1.57261 0.05167  0.15
H -1.86172 -0.40254 -0.75159  0.12
H 3.02199 0.17172 -0.03023  0.22
N -2.06820 1.28900 0.99456  -0.07
N -0.78183 1.21389 1.30395  0.05
N 0.06726 -1.21781 -1.47955  0.05
N 1.51398 -0.68044 -1.50996  0.05
O 0.87574 -0.44224 0.92719  -0.07